# 1
Entry from OMol25: a cluster of 9 separate species, C37H85Br2F3NO9 in total (wB97M-V/def2-TZVPD).

Last column: Löwdin spin population.
CARTESIAN COORDINATES (ANGSTROEM)
1 C -0.187 2.587 -0.177  0.02
2 C -1.402 2.720 -1.281  0.02
3 C -1.340 1.307 -2.174  0.00
4 C -2.839 2.682 -0.495  0.00
5 C -3.295 4.112 0.156  0.00
6 C -4.742 4.125 0.911  0.00
7 C -5.889 3.140 0.288  0.00
8 C -6.787 3.801 -0.927  0.00
9 F -6.467 5.214 -1.234  0.00
10 Br -8.735 3.816 -0.317  0.00
11 C -6.788 2.920 -2.322  0.00
12 F -8.059 3.314 -3.038  0.00
13 F -6.895 1.449 -2.113  0.00
14 Br -5.292 3.355 -3.581  0.00
15 C -3.105 5.255 -1.015  0.00
16 C -1.639 5.192 -1.743  0.02
17 C -1.760 6.188 -3.083  0.00
18 C -0.544 5.913 -0.758  0.02
19 N -1.237 3.840 -2.279  0.32
20 O 0.044 3.862 -2.768  0.58
21 H -0.323 1.519 0.332  0.00
22 H -0.278 3.376 0.706  0.00
23 H 0.895 2.569 -0.653  0.00
24 H -0.782 0.441 -1.618  0.00
25 H -0.851 1.453 -3.227  0.00
26 H -2.461 0.951 -2.379  0.00
27 H -2.823 1.886 0.389  0.00
28 H -3.689 2.379 -1.275  0.00
29 H -2.480 4.371 0.990  0.00
30 H -4.561 3.796 2.038  0.00
31 H -5.181 5.227 0.979  0.00
32 H -5.520 2.083 -0.052  0.00
33 H -6.664 2.936 1.174  0.00
34 H -3.972 5.285 -1.801  0.00
35 H -3.147 6.305 -0.448  0.00
36 H -2.035 5.448 -3.977  0.00
37 H -0.733 6.672 -3.375  0.00
38 H -2.649 6.947 -2.999  0.00
39 H -0.321 7.003 -1.187  0.00
40 H -1.026 6.102 0.311  0.00
41 H 0.496 5.377 -0.691  0.00
42 C -7.279 -0.498 0.571  0.00
43 C -6.150 -0.765 1.553  0.00
44 C -5.857 -2.252 1.670  0.00
45 O -6.507 -0.252 2.834  0.00
46 H -8.207 -0.980 0.900  0.00
47 H -7.487 0.576 0.507  0.00
48 H -7.029 -0.867 -0.428  0.00
49 H -5.247 -0.236 1.229  0.00
50 H -6.734 -2.796 2.038  0.00
51 H -5.050 -2.430 2.390  0.00
52 H -5.564 -2.674 0.704  0.00
53 H -7.308 -0.715 3.131  0.00
54 C -1.281 -3.325 -2.302  0.00
55 C -1.464 -2.509 -1.032  0.00
56 C -1.943 -3.377 0.120  0.00
57 O -2.413 -1.472 -1.269  0.00
58 H -2.228 -3.777 -2.617  0.00
59 H -0.947 -2.684 -3.126  0.00
60 H -0.544 -4.121 -2.157  0.00
61 H -0.516 -2.030 -0.762  0.00
62 H -2.914 -3.831 -0.109  0.00
63 H -2.082 -2.774 1.024  0.00
64 H -1.227 -4.175 0.338  0.00
65 H -3.258 -1.888 -1.509  0.00
66 C -0.981 -8.065 -3.100  0.00
67 C -1.164 -7.249 -1.830  0.00
68 C -1.643 -8.117 -0.678  0.00
69 O -2.113 -6.212 -2.068  0.00
70 H -1.928 -8.517 -3.415  0.00
71 H -0.647 -7.424 -3.924  0.00
72 H -0.244 -8.861 -2.955  0.00
73 H -0.216 -6.770 -1.561  0.00
74 H -2.614 -8.571 -0.907  0.00
75 H -1.782 -7.514 0.226  0.00
76 H -0.927 -8.915 -0.460  0.00
77 H -2.958 -6.628 -2.308  0.00
78 C 2.801 3.262 -3.997  0.00
79 C 3.805 2.322 -3.351  0.00
80 C 5.117 3.031 -3.053  0.00
81 O 4.051 1.222 -4.223  0.00
82 H 3.180 3.645 -4.951  0.00
83 H 1.866 2.735 -4.217  0.00
84 H 2.578 4.112 -3.344  0.00
85 H 3.387 1.917 -2.423  0.00
86 H 5.578 3.406 -3.974  0.00
87 H 5.834 2.339 -2.599  0.00
88 H 4.964 3.874 -2.371  0.00
89 H 4.423 1.571 -5.050  0.00
90 C -4.826 -3.237 5.642  0.00
91 C -4.819 -4.526 4.836  0.00
92 C -4.098 -5.640 5.578  0.00
93 O -4.174 -4.298 3.585  0.00
94 H -3.805 -2.886 5.829  0.00
95 H -5.337 -2.441 5.090  0.00
96 H -5.329 -3.376 6.603  0.00
97 H -5.849 -4.832 4.622  0.00
98 H -3.051 -5.374 5.763  0.00
99 H -4.090 -6.558 4.981  0.00
100 H -4.580 -5.851 6.538  0.00
101 H -3.259 -4.025 3.765  0.00
102 C 10.353 0.335 -1.032  0.00
103 C 8.953 0.750 -1.455  0.00
104 C 8.664 0.340 -2.891  0.00
105 O 8.822 2.164 -1.332  0.00
106 H 11.111 0.817 -1.660  0.00
107 H 10.552 0.647 -0.001  0.00
108 H 10.481 -0.750 -1.100  0.00
109 H 8.216 0.293 -0.786  0.00
110 H 9.362 0.822 -3.584  0.00
111 H 7.657 0.656 -3.186  0.00
112 H 8.741 -0.745 -3.015  0.00
113 H 9.473 2.578 -1.923  0.00
114 C -2.131 0.389 6.261  0.00
115 C -3.538 -0.002 6.683  0.00
116 C -4.191 1.089 7.517  0.00
117 O -3.485 -1.207 7.442  0.00
118 H -1.490 0.549 7.134  0.00
119 H -1.670 -0.411 5.672  0.00
120 H -2.140 1.305 5.661  0.00
121 H -4.147 -0.201 5.795  0.00
122 H -3.622 1.274 8.435  0.00
123 H -5.198 0.789 7.824  0.00
124 H -4.261 2.026 6.955  0.00
125 H -2.946 -1.040 8.233  0.00
126 C 15.315 -0.636 -2.408  0.00
127 C 14.215 -0.093 -1.510  0.00
128 C 14.288 -0.698 -0.117  0.00
129 O 12.945 -0.388 -2.086  0.00
130 H 15.223 -1.722 -2.527  0.00
131 H 15.242 -0.202 -3.411  0.00
132 H 16.305 -0.412 -2.000  0.00
133 H 14.299 0.997 -1.443  0.00
134 H 14.160 -1.785 -0.154  0.00
135 H 13.483 -0.307 0.515  0.00
136 H 15.247 -0.475 0.361  0.00
137 H 12.861 -1.354 -2.150  0.00

Cartesian forces (eV/Å) of the 6 atoms listed first:
-0.116 -0.530 0.741
0.280 -3.272 0.382
-0.861 -0.106 -0.380
-1.134 0.540 0.055
1.394 0.358 -0.356
0.087 0.042 0.310

Computed properties:
Highest occupied orbital energy (spin up / spin down) (eV): -9.01 / -9.70
Spin multiplicity: 2
Energy relative to the best compared isomer or geometry (same formula, charge and spin) (kJ/mol): 613.3
Kohn-Sham gap (spin up / spin down) (eV): 8.7893 / 9.3117
Lowest unoccupied orbital energy (spin up / spin down) (eV): -0.22 / -0.39


# 2
Entry from OMol25: a cluster of 5 separate species, C37H85BrN4O12PS5 in total (wB97M-V/def2-TZVPD).

Last column: Löwdin charge in e.
CARTESIAN COORDINATES (ANGSTROEM)
1 C 9.419 -3.757 -1.172  -0.11
2 C 8.564 -2.504 -0.957  -0.27
3 C 8.276 -1.782 -2.267  -0.24
4 C 7.191 -0.719 -2.173  -0.23
5 C 6.980 -0.001 -3.508  -0.21
6 C 5.635 0.720 -3.646  -0.22
7 C 5.202 1.499 -2.400  -0.21
8 C 4.206 2.639 -2.693  -0.19
9 C 2.814 2.480 -2.043  -0.19
10 C 1.627 2.754 -2.989  -0.19
11 C 0.620 1.607 -3.122  -0.20
12 C 1.241 0.203 -3.253  -0.18
13 C 1.202 -0.645 -1.956  -0.18
14 C 0.502 -1.991 -2.167  -0.16
15 C -1.010 -1.817 -2.212  -0.31
16 C -1.605 -1.394 -0.891  -0.09
17 C -3.066 -1.027 -1.033  -0.27
18 C -3.682 -0.843 0.360  -0.13
19 C -3.154 0.386 1.095  -0.29
20 C -3.418 1.701 0.371  -0.61
21 Br -2.822 3.160 1.493  0.77
22 N -3.786 -2.089 -1.776  0.03
23 C -4.888 -1.622 -2.688  -0.33
24 C -5.909 -0.802 -1.911  -0.04
25 C -4.382 -0.859 -3.926  -0.18
26 C -4.260 -1.720 -5.195  -0.08
27 C -3.046 -3.133 -2.250  -0.38
28 N -3.608 -4.348 -2.314  -0.30
29 S -5.168 -4.771 -1.755  0.88
30 N -1.716 -3.089 -2.577  -0.09
31 P -1.193 -3.757 -4.123  0.75
32 N -0.021 -4.750 -4.064  -0.24
33 H 10.459 -3.467 -1.328  0.07
34 H 9.073 -4.281 -2.062  0.04
35 H 9.367 -4.433 -0.321  0.07
36 H 9.102 -1.832 -0.285  0.11
37 H 7.625 -2.784 -0.474  0.10
38 H 7.985 -2.511 -3.030  0.11
39 H 9.197 -1.303 -2.618  0.12
40 H 6.249 -1.185 -1.863  0.11
41 H 7.454 0.005 -1.397  0.11
42 H 7.047 -0.755 -4.296  0.11
43 H 7.782 0.723 -3.672  0.12
44 H 5.687 1.407 -4.494  0.11
45 H 4.869 -0.019 -3.906  0.10
46 H 6.090 1.908 -1.914  0.11
47 H 4.753 0.803 -1.688  0.10
48 H 4.643 3.576 -2.347  0.11
49 H 4.085 2.752 -3.773  0.10
50 H 2.748 1.476 -1.618  0.08
51 H 2.744 3.162 -1.196  0.11
52 H 1.090 3.630 -2.621  0.11
53 H 1.996 3.029 -3.978  0.11
54 H 0.018 1.795 -4.015  0.10
55 H -0.082 1.641 -2.281  0.10
56 H 2.277 0.287 -3.584  0.11
57 H 0.691 -0.335 -4.030  0.09
58 H 2.216 -0.846 -1.613  0.11
59 H 0.708 -0.057 -1.183  0.09
60 H 0.852 -2.386 -3.122  0.08
61 H 0.782 -2.729 -1.413  0.13
62 H -1.232 -1.058 -2.974  0.14
63 H -1.530 -2.241 -0.198  0.15
64 H -1.056 -0.565 -0.458  0.12
65 H -3.141 -0.085 -1.582  0.14
66 H -3.429 -1.731 0.946  0.13
67 H -4.767 -0.805 0.295  0.10
68 H -3.601 0.445 2.086  0.10
69 H -2.080 0.330 1.278  0.08
70 H -4.474 1.854 0.163  0.06
71 H -2.839 1.786 -0.545  0.05
72 H -5.420 -2.502 -3.042  0.09
73 H -5.524 0.187 -1.661  0.09
74 H -6.233 -1.317 -1.010  0.08
75 H -6.780 -0.658 -2.549  0.10
76 H -3.451 -0.331 -3.712  0.10
77 H -5.117 -0.080 -4.124  0.12
78 H -5.070 -1.499 -5.887  0.08
79 H -3.337 -1.539 -5.740  0.07
80 H -4.334 -2.787 -4.975  0.05
81 H -3.012 -5.115 -2.593  0.09
82 H -5.721 -4.944 -2.967  -0.11
83 H -2.413 -4.331 -4.491  0.01
84 H -1.043 -2.591 -4.890  0.03
85 H 0.811 -4.460 -4.564  0.00
86 O 6.648 -5.475 -2.293  -0.28
87 S 6.454 -6.238 -3.489  0.56
88 O 5.930 -5.587 -4.650  -0.28
89 O 5.568 -7.510 -3.142  -0.26
90 C 4.339 -7.286 -2.413  -0.25
91 C 3.240 -6.713 -3.280  -0.08
92 C 7.928 -7.096 -3.910  -0.12
93 H 4.553 -6.649 -1.553  0.11
94 H 4.069 -8.273 -2.043  0.12
95 H 3.480 -5.703 -3.610  0.07
96 H 2.309 -6.682 -2.713  0.07
97 H 3.089 -7.330 -4.166  0.09
98 H 8.304 -7.602 -3.025  0.08
99 H 8.636 -6.344 -4.253  0.08
100 H 7.706 -7.799 -4.707  0.08
101 O -1.074 8.574 4.303  -0.28
102 S -1.919 8.034 5.325  0.56
103 O -1.324 7.412 6.468  -0.28
104 O -2.965 7.048 4.660  -0.26
105 C -2.452 6.032 3.764  -0.27
106 C -1.776 4.893 4.496  -0.09
107 C -3.068 9.252 5.863  -0.12
108 H -1.780 6.503 3.044  0.12
109 H -3.333 5.680 3.233  0.08
110 H -0.862 5.222 4.990  0.08
111 H -1.512 4.102 3.794  0.03
112 H -2.441 4.481 5.253  0.07
113 H -3.532 9.705 4.992  0.08
114 H -2.499 9.989 6.425  0.08
115 H -3.806 8.774 6.502  0.07
116 O 0.008 0.980 3.857  -0.27
117 S -0.646 -0.264 4.119  0.54
118 O -2.075 -0.305 4.206  -0.28
119 O 0.000 -0.944 5.388  -0.26
120 C 0.109 -0.143 6.600  -0.23
121 C -1.215 0.019 7.313  -0.07
122 C -0.112 -1.470 2.950  -0.11
123 H 0.554 0.818 6.341  0.12
124 H 0.821 -0.693 7.210  0.12
125 H -1.914 0.618 6.732  0.07
126 H -1.046 0.519 8.267  0.09
127 H -1.672 -0.952 7.502  0.09
128 H 0.973 -1.454 2.901  0.08
129 H -0.543 -1.190 1.991  0.04
130 H -0.479 -2.445 3.262  0.08
131 O -5.003 4.481 4.783  -0.28
132 S -6.429 4.365 4.839  0.56
133 O -7.237 5.368 4.218  -0.26
134 O -6.860 4.178 6.350  -0.26
135 C -6.327 5.126 7.315  -0.24
136 C -7.006 6.476 7.244  -0.07
137 C -6.927 2.780 4.260  -0.12
138 H -5.249 5.204 7.168  0.11
139 H -6.505 4.648 8.275  0.12
140 H -6.787 6.986 6.306  0.07
141 H -6.652 7.097 8.067  0.08
142 H -8.087 6.369 7.325  0.09
143 H -6.321 2.023 4.748  0.07
144 H -6.756 2.780 3.185  0.07
145 H -7.983 2.647 4.477  0.08

Cartesian forces (eV/Å) of the 6 atoms listed first:
-0.049 0.366 -0.079
0.140 -0.240 -0.077
0.037 0.172 0.048
-0.053 0.054 -0.080
-0.178 -0.067 0.098
0.005 -0.073 0.021

Computed properties:
Highest occupied orbital energy (eV): -11.60
Charge: +1
Kohn-Sham gap (eV): 8.2387
Lowest unoccupied orbital energy (eV): -3.36


It is found that the maximum force values, taken in the order of the records, are 4.62 0.99 eV/A.